Record 1
Density functional theory data (the ωB97M-V functional and the def2-TZVPD basis) for a 4-piece molecular cluster, C22H34BrN7O4 overall at a distorted geometry.

```
68
Properties=species:S:1:pos:R:3:mulliken_charge:R:1
H 0.44 2.52 -1.45 0.181
N -0.25 2.68 -2.20 -0.635
C -0.23 1.63 -3.01 0.544
C -1.23 1.70 -4.30 -1.123
C 0.69 0.31 -2.81 -0.150
C 2.26 0.60 -2.67 0.214
Br 2.66 2.11 -3.97 0.004
C 3.11 -0.68 -3.21 0.130
N 3.53 -1.80 -3.47 -0.557
C 2.79 0.99 -1.20 1.783
C 3.26 2.55 -1.09 -0.238
N 3.51 3.70 -0.81 -0.538
C 1.81 0.59 0.02 -1.017
C 1.81 -1.03 0.24 -0.806
C 0.68 -1.45 1.35 -0.086
C -0.72 -1.61 0.55 -0.459
C -2.01 -1.66 0.29 -0.494
N 4.08 0.19 -0.98 -0.729
C 4.71 0.63 0.09 0.571
O 5.12 0.73 1.28 -0.471
H -0.72 1.21 -5.23 0.305
H -1.53 2.79 -4.54 0.335
H -2.17 1.05 -4.10 0.282
H 0.26 -0.41 -2.00 -0.187
H 0.56 -0.29 -3.81 0.439
H 0.71 0.88 -0.12 0.389
H 2.16 1.12 1.00 0.421
H 2.82 -1.42 0.63 0.447
H 1.54 -1.59 -0.73 0.433
H 0.99 -2.51 1.71 0.280
H 0.65 -0.68 2.19 0.323
H -3.07 -1.69 -0.14 0.379
C -1.18 -5.43 -2.99 -0.870
N -2.12 -4.68 -2.19 -0.047
C -3.41 -4.99 -1.88 0.868
C -3.99 -6.27 -2.43 -1.295
O -4.07 -4.23 -1.18 -0.615
H -0.32 -5.67 -2.37 0.282
H -0.86 -4.80 -3.82 0.275
H -1.62 -6.35 -3.38 0.351
H -1.81 -3.81 -1.78 0.049
H -5.02 -6.37 -2.10 0.293
H -3.97 -6.25 -3.52 0.347
H -3.42 -7.12 -2.06 0.343
C 2.80 -1.06 7.08 -0.858
N 1.77 -1.50 6.16 -0.208
C 1.67 -1.26 4.82 0.795
C 2.75 -0.44 4.17 -0.550
O 0.72 -1.72 4.19 -0.648
H 3.25 -1.94 7.53 0.281
H 2.32 -0.46 7.86 0.285
H 3.57 -0.47 6.58 0.334
H 1.01 -2.06 6.52 0.251
H 2.54 -0.35 3.10 -0.406
H 2.78 0.56 4.61 0.366
H 3.72 -0.94 4.28 0.381
C -3.13 6.60 1.56 -0.784
N -3.80 6.07 0.39 -0.161
C -3.39 5.09 -0.46 0.637
C -2.06 4.43 -0.18 -0.870
O -4.09 4.77 -1.41 -0.672
H -3.78 6.45 2.42 0.270
H -2.97 7.67 1.41 0.269
H -2.18 6.11 1.74 0.318
H -4.70 6.47 0.14 0.231
H -1.87 3.67 -0.94 0.030
H -1.26 5.17 -0.22 0.364
H -2.08 3.95 0.80 0.391
```

Results
- molar mass (u) = 540.46
- HOMO level (eV) = -9.23
- LUMO energy (Eh) = -0.01946
- orbital gap (eV) = 8.70
- 2S+1 = 1
- maximum force (eV/Å) = 8.27


Record 2
Density functional theory data (the ωB97M-V functional and the def2-TZVPD basis) for one molecule with the formula C3H6N2O.

```
12
Properties=species:S:1:pos:R:3:mulliken_charge:R:1
N 1.80 0.23 -0.47 -0.424
C 0.93 0.71 0.48 0.407
O 1.30 1.12 1.56 -0.572
C -0.54 0.52 0.25 -0.112
C -1.22 -0.39 -0.70 -0.329
N -0.72 -0.91 0.55 -0.441
H 2.63 -0.18 -0.08 0.238
H 1.40 -0.29 -1.24 0.224
H -1.16 1.25 0.76 0.356
H -0.73 -0.77 -1.60 0.163
H -2.30 -0.25 -0.82 0.258
H -1.39 -1.04 1.30 0.233
```

Results
- molar mass (u) = 86.09
- HOMO level (eV) = -9.65
- LUMO energy (Eh) = 0.03365
- orbital gap (eV) = 10.56
- ΔE to the lowest compared entry with this formula, charge and spin (kJ/mol) = 162.29
- 2S+1 = 1
- maximum force (eV/Å) = 0.49


Record 3
Density functional theory data (the ωB97M-V functional and the def2-TZVPD basis) for C3H5NO2S4 as an isolated structure at a distorted geometry.

```
15
Properties=species:S:1:pos:R:3:mulliken_charge:R:1
C -1.16 1.57 0.44 0.155
C 1.49 -1.50 -0.41 -0.314
C 0.37 -2.17 0.28 0.376
H -2.19 1.47 -1.51 0.189
H 0.38 2.64 0.60 0.416
H 0.68 1.18 -0.94 0.461
H 2.34 -2.06 -0.74 0.441
H 0.20 -0.43 1.65 0.153
N 1.34 -0.42 -1.06 -0.687
O -0.13 2.02 1.15 -0.366
O 0.22 0.29 -0.81 0.011
S -1.02 2.00 -1.29 -0.277
S -2.41 0.75 1.10 -0.187
S -0.48 -1.60 1.68 -0.118
S 0.38 -3.75 -0.15 -0.253
```

Results
- molar mass (u) = 215.35
- HOMO level (eV) = -8.56
- LUMO energy (Eh) = -0.02970
- orbital gap (eV) = 7.75
- 2S+1 = 1
- maximum force (eV/Å) = 5.20


Record 4
Density functional theory data (the ωB97M-V functional and the def2-TZVPD basis) for C6H9N as an isolated structure at a distorted geometry.

```
16
Properties=species:S:1:pos:R:3:mulliken_charge:R:1
C 0.74 -0.11 0.63 -0.253
C 0.43 0.34 -0.89 -0.083
C -0.75 -0.66 -0.90 -0.757
C -0.91 -0.23 0.49 -0.231
C -1.01 1.36 0.30 -0.342
C -0.32 1.58 -0.89 -0.636
H 2.11 -1.32 1.57 0.291
H 1.06 -2.21 0.60 0.266
H 0.89 0.68 1.40 0.414
H 1.41 0.20 -1.35 0.504
H -1.45 -0.72 -1.85 0.282
H -0.57 -1.67 -0.81 0.276
H -1.70 -0.70 1.21 0.359
H -1.75 1.97 0.89 0.345
H 0.17 2.71 -1.04 0.243
N 1.64 -1.22 0.63 -0.678
```

Results
- molar mass (u) = 95.14
- HOMO level (eV) = -8.72
- LUMO energy (Eh) = 0.03694
- orbital gap (eV) = 9.73
- ΔE to the lowest compared entry with this formula, charge and spin (kJ/mol) = 512.84
- 2S+1 = 1
- maximum force (eV/Å) = 6.82


Record 5
Density functional theory data (the ωB97M-V functional and the def2-TZVPD basis) for C4H2Br3O2 as an isolated structure at a distorted geometry.

```
11
Properties=species:S:1:pos:R:3:mulliken_charge:R:1
C 0.39 0.55 -1.70 0.528
C 0.61 -0.23 0.81 -0.393
C 0.01 0.71 -0.17 0.118
C -0.84 -0.76 0.69 -0.124
O 0.14 1.49 -2.43 -0.694
O 0.90 -0.54 -1.93 -0.671
Br -0.61 2.37 0.54 -0.129
Br -1.04 -2.31 -0.28 -0.089
Br -1.99 -0.48 2.10 -0.094
H 1.47 -0.77 0.49 0.283
H 0.97 -0.03 1.87 0.265
```

Results
- molar mass (u) = 321.77
- HOMO level (eV) = -4.81
- LUMO energy (Eh) = 0.10658
- total charge = -1
- orbital gap (eV) = 7.71
- ΔE to the lowest compared entry with this formula, charge and spin (kJ/mol) = 30.67
- 2S+1 = 1
- maximum force (eV/Å) = 5.20


Record 6
Density functional theory data (the ωB97M-V functional and the def2-TZVPD basis) for C20H46N6O30S5 as an isolated structure at a distorted geometry.

```
107
Properties=species:S:1:pos:R:3:mulliken_charge:R:1
C -16.75 -5.71 -6.44 -0.734
N -16.61 -4.75 -7.59 0.930
O -15.50 -4.64 -8.08 -0.566
O -17.60 -4.14 -7.92 -0.513
H -17.81 -5.95 -6.41 0.184
H -16.51 -5.11 -5.57 0.394
H -16.08 -6.55 -6.57 0.302
C -20.76 -11.69 -2.70 -0.775
N -21.41 -10.49 -3.26 0.972
O -22.63 -10.41 -3.22 -0.450
O -20.70 -9.61 -3.69 -0.565
H -20.44 -12.27 -3.55 0.142
H -21.48 -12.27 -2.12 0.305
H -19.93 -11.37 -2.08 0.337
C -23.40 -9.08 -10.00 -1.298
N -21.99 -9.53 -9.87 1.093
O -21.11 -8.76 -10.22 -0.610
O -21.80 -10.59 -9.30 -0.621
H -23.94 -9.72 -10.70 0.421
H -23.35 -8.08 -10.44 0.265
H -23.84 -9.06 -9.01 0.228
C -27.87 -9.60 -7.06 -0.561
N -27.12 -8.63 -7.89 1.005
O -27.73 -7.65 -8.28 -0.582
O -25.95 -8.86 -8.14 -0.510
H -28.72 -9.99 -7.60 0.336
H -28.16 -9.02 -6.19 -0.037
H -27.24 -10.43 -6.78 0.322
C -25.36 -8.90 -3.72 0.146
C -25.55 -9.33 -2.30 -0.394
O -26.60 -10.32 -2.37 -0.368
S -27.62 -9.95 -3.51 1.051
O -28.74 -9.21 -3.08 -0.635
O -27.87 -11.13 -4.25 -0.588
O -26.67 -8.93 -4.30 -0.138
H -24.77 -9.62 -4.28 0.065
H -24.87 -7.93 -3.71 0.133
H -25.84 -8.51 -1.63 0.312
H -24.66 -9.75 -1.85 0.298
C -17.98 -7.24 -9.94 0.150
C -19.30 -7.30 -10.70 0.223
O -18.96 -7.00 -12.08 -0.432
S -17.52 -7.60 -12.33 1.156
O -16.89 -6.87 -13.35 -0.588
O -17.59 -9.01 -12.42 -0.576
O -16.92 -7.20 -10.94 -0.381
H -17.84 -8.09 -9.28 0.274
H -17.87 -6.35 -9.32 -0.017
H -20.01 -6.57 -10.33 -0.077
H -19.78 -8.28 -10.70 0.366
C -28.00 -5.70 -4.14 -0.460
C -28.00 -5.70 -5.65 0.267
O -26.69 -5.23 -6.04 -0.168
S -25.77 -4.93 -4.77 1.073
O -25.93 -3.60 -4.36 -0.600
O -24.49 -5.47 -4.99 -0.434
O -26.63 -5.89 -3.81 -0.263
H -28.58 -6.53 -3.74 0.349
H -28.43 -4.81 -3.68 0.266
H -28.81 -5.17 -6.14 0.321
H -28.05 -6.71 -6.06 -0.324
C -24.46 -4.55 -10.15 -0.245
C -25.52 -4.35 -9.11 0.356
O -25.32 -2.95 -8.79 -0.347
S -23.77 -2.58 -8.92 1.077
O -23.21 -2.55 -7.64 -0.516
O -23.61 -1.50 -9.81 -0.569
O -23.30 -3.94 -9.62 -0.217
H -24.80 -4.04 -11.06 0.392
H -24.30 -5.60 -10.41 0.067
H -25.31 -4.91 -8.20 -0.246
H -26.53 -4.50 -9.45 0.333
C -22.28 -14.62 -6.94 -0.479
C -21.99 -14.45 -5.46 -0.315
O -21.92 -13.03 -5.26 -0.244
S -21.87 -12.20 -6.63 1.123
O -20.68 -11.43 -6.62 -0.256
O -23.09 -11.54 -6.83 -0.660
O -21.78 -13.46 -7.58 -0.349
H -23.35 -14.72 -7.13 0.280
H -21.83 -15.51 -7.38 0.324
H -21.03 -14.88 -5.17 0.299
H -22.78 -14.86 -4.84 0.303
C -20.77 -7.88 -6.72 0.172
O -19.83 -7.30 -7.23 -0.560
N -22.06 -7.78 -7.11 0.753
C -23.12 -8.28 -6.27 -0.620
C -22.42 -7.01 -8.29 0.530
H -20.63 -8.55 -5.87 0.194
H -24.02 -7.69 -6.43 -0.021
H -22.85 -8.19 -5.21 0.654
H -23.36 -9.34 -6.42 -0.056
H -23.26 -6.34 -8.08 0.096
H -21.55 -6.44 -8.58 -0.025
H -22.77 -7.67 -9.09 -0.630
C -17.32 -11.87 -4.12 0.084
O -17.46 -11.30 -3.05 -0.605
N -17.31 -11.27 -5.32 0.270
C -17.29 -12.04 -6.54 -0.818
C -17.38 -9.83 -5.45 -0.927
H -17.18 -12.96 -4.19 0.293
H -18.30 -12.21 -6.93 0.180
H -16.93 -13.05 -6.35 0.321
H -16.69 -11.53 -7.30 0.302
H -16.53 -9.49 -6.05 0.356
H -18.27 -9.54 -6.02 0.252
H -17.39 -9.35 -4.48 0.272
```

Results
- molar mass (u) = 1010.93
- HOMO level (eV) = -9.31
- LUMO energy (Eh) = -0.02336
- orbital gap (eV) = 8.67
- ΔE to the lowest compared entry with this formula, charge and spin (kJ/mol) = 15.38
- 2S+1 = 1
- maximum force (eV/Å) = 2.76


Record 7
Density functional theory data (the ωB97M-V functional and the def2-TZVPD basis) for one molecule with the formula C24H32N2O5S at a distorted geometry.

```
64
Properties=species:S:1:pos:R:3:mulliken_charge:R:1
C 2.42 2.57 -5.09 -0.708
O 3.03 2.38 -3.84 -0.494
C 2.30 2.10 -2.72 0.302
C 3.03 2.16 -1.54 -0.837
C 2.45 1.91 -0.31 -0.781
C 1.11 1.58 -0.24 -0.438
N 0.48 1.34 1.00 0.141
C 1.02 0.30 1.85 -1.235
C 1.24 -1.01 1.07 0.742
O 2.33 -1.55 1.01 -0.715
N 0.13 -1.46 0.47 0.118
C 0.11 -2.60 -0.43 -0.101
C -0.75 -3.73 0.14 -0.913
C -0.23 -5.11 -0.26 -0.855
C -0.49 -5.48 -1.72 -0.701
C 0.05 -4.47 -2.74 -0.711
C -0.79 -3.19 -2.79 -1.042
C -0.35 -2.10 -1.81 -0.461
S -1.15 1.65 1.17 1.448
O -1.93 0.44 0.99 -0.903
O -1.50 2.78 0.36 -0.711
C -1.22 2.12 2.89 -0.307
C -1.97 1.40 3.79 -0.143
C -2.01 1.80 5.12 -0.837
C -1.30 2.92 5.54 1.013
C -1.36 3.37 6.97 -1.463
C -0.55 3.64 4.61 -0.893
C -0.51 3.24 3.28 -0.407
C 0.37 1.48 -1.42 0.704
C 0.94 1.76 -2.66 0.694
O 0.22 1.68 -3.82 -0.473
C -1.17 1.48 -3.74 -0.773
H 1.66 3.36 -5.05 0.270
H 1.96 1.66 -5.47 0.214
H 3.22 2.88 -5.76 0.316
H 4.07 2.41 -1.61 0.434
H 3.05 1.97 0.59 0.413
H 1.97 0.61 2.28 0.299
H 0.30 0.13 2.65 0.634
H -0.74 -0.94 0.58 0.435
H 1.15 -2.94 -0.48 0.540
H -0.71 -3.65 1.23 0.452
H -1.79 -3.60 -0.17 0.303
H -0.71 -5.86 0.37 0.353
H 0.84 -5.15 -0.06 0.391
H -1.56 -5.60 -1.88 0.299
H -0.02 -6.45 -1.91 0.346
H 0.01 -4.94 -3.73 0.361
H 1.09 -4.23 -2.53 0.363
H -0.73 -2.76 -3.80 0.481
H -1.83 -3.44 -2.61 0.371
H 0.47 -1.51 -2.24 0.293
H -1.19 -1.41 -1.65 0.181
H -2.52 0.54 3.45 0.509
H -2.60 1.24 5.83 0.354
H -1.70 2.57 7.62 0.365
H -0.38 3.71 7.30 0.370
H -2.05 4.21 7.06 0.300
H 0.00 4.51 4.93 0.389
H 0.06 3.79 2.55 0.500
H -0.66 1.20 -1.34 0.386
H -1.41 0.47 -3.39 0.165
H -1.65 2.22 -3.09 0.375
H -1.54 1.59 -4.76 0.276
```

Results
- molar mass (u) = 460.60
- HOMO level (eV) = -7.85
- LUMO energy (Eh) = 0.01901
- orbital gap (eV) = 8.37
- ΔE to the lowest compared entry with this formula, charge and spin (kJ/mol) = 1.64
- 2S+1 = 1
- maximum force (eV/Å) = 1.12


Record 8
Density functional theory data (the ωB97M-V functional and the def2-TZVPD basis) for one molecule with the formula C4H9NO2 at a distorted geometry.

```
16
Properties=species:S:1:pos:R:3:mulliken_charge:R:1
C 1.70 1.26 -0.26 -0.924
N 1.31 -0.05 -0.75 -0.433
C 0.36 -0.72 0.17 0.399
C 0.66 -0.70 1.66 -1.470
C -1.05 -0.18 -0.09 0.381
O -1.71 0.51 0.65 -0.550
O -1.45 -0.34 -1.40 -0.464
H 2.34 1.67 -1.04 0.351
H 0.89 1.97 -0.03 0.305
H 2.32 1.22 0.63 0.298
H 0.80 0.07 -1.62 0.344
H 0.30 -1.77 -0.16 0.320
H 1.69 -1.03 1.81 0.370
H -0.08 -1.35 2.10 0.416
H 0.59 0.32 2.03 0.321
H -2.40 -0.18 -1.32 0.336
```

Results
- molar mass (u) = 103.12
- HOMO level (eV) = -9.16
- LUMO energy (Eh) = 0.02756
- orbital gap (eV) = 9.91
- ΔE to the lowest compared entry with this formula, charge and spin (kJ/mol) = 104.16
- 2S+1 = 1
- maximum force (eV/Å) = 1.49